# C4H3FS3

A structure of composition C4H3FS3 (ωB97M-V/def2-TZVPD, OMol25).

Values from the calculation:
HOMO (eV): -8.983
Gap between HOMO and LUMO (eV): 7.21
Molecular weight (g mol⁻¹): 166.267

Geometry as XYZ:
```
11
Properties=species:S:1:pos:R:3:nbo_charge:R:1
C 1.53 0.06 0.25 -0.410
C 0.14 0.51 0.29 -0.198
C -0.82 -0.55 -0.21 0.333
C -2.19 -0.56 0.19 -0.389
H 1.99 1.37 -1.54 0.097
H -2.66 -1.50 0.02 0.227
H -2.54 0.28 0.87 0.255
F -0.15 -1.56 -0.91 -0.332
S 2.75 0.64 -0.80 0.200
S 2.20 -0.80 1.38 0.120
S -0.26 2.12 0.46 0.097
```